DFT (ωB97M-V/def2-TZVPD) results for a cluster of 2 separate species, C4H10O2 in total.

Output
- frontier orbital gap (eV) = 8.863
- SMILES = C/C=C(/C)O.O

The geometry in ORCA input format:
```
! wB97M-V def2-TZVPD RIJCOSX def2/J DEFGRID3
* xyz 0 1
C -0.744 1.584 0.799
C -0.087 1.115 -0.550
C -0.345 -0.154 -1.053
O -0.942 -1.168 -0.223
C 0.160 -0.712 -2.441
H -0.592 0.845 1.674
H -1.823 1.411 0.591
H -0.597 2.655 1.135
H 0.842 1.537 -0.940
H -0.962 -0.900 0.698
H -0.245 -0.056 -3.221
H -0.274 -1.651 -2.335
H 1.298 -0.556 -2.515
H 1.320 -2.071 2.774
H 1.897 -0.778 2.584
O 1.094 -1.099 3.022
*
```

---

DFT (ωB97M-V/def2-TZVPD) results for a structure of composition C24H68O11V.

Output
- frontier orbital gap (spin up / spin down) (eV) = 7.393 / 8.534
- expectation value of S² = 3.75

The geometry in ORCA input format:
```
! wB97M-V def2-TZVPD RIJCOSX def2/J DEFGRID3
* xyz 0 4
V -0.014 -0.293 -0.549
C -4.056 -0.484 -0.726
C -3.271 -0.743 0.586
C -3.773 -2.000 1.179
O -1.897 -0.647 0.514
H -5.115 -0.319 -0.531
H -3.897 -1.325 -1.401
H -3.617 0.301 -1.343
H -3.639 -0.014 1.308
H -3.490 -2.799 0.493
H -4.838 -2.057 1.403
H -3.214 -2.228 2.087
C 3.063 0.194 -3.736
C 3.022 -0.490 -2.441
C 4.498 -0.485 -1.933
O 1.991 -0.094 -1.647
H 3.751 -0.302 -4.420
H 3.348 1.236 -3.588
H 2.115 0.325 -4.258
H 2.982 -1.558 -2.656
H 5.207 -1.105 -2.482
H 4.422 -0.784 -0.887
H 4.991 0.484 -1.857
C 1.614 2.652 5.529
C 2.177 1.323 5.104
O 1.755 1.042 3.764
H 1.297 3.368 4.771
H 2.245 3.080 6.308
H 0.680 2.427 6.043
H 1.966 0.511 5.801
H 3.253 1.425 4.962
H 0.815 0.854 3.816
C -0.484 3.996 0.407
C -0.924 2.604 0.119
O 0.155 1.758 0.256
H -0.996 4.659 -0.290
H 0.603 4.049 0.352
H -0.574 4.227 1.469
H -1.341 2.493 -0.882
H -1.615 2.125 0.812
H 0.960 2.230 0.481
C 2.155 -2.728 2.511
C 2.123 -1.739 1.347
O 0.900 -1.005 1.357
H 2.972 -3.449 2.539
H 1.242 -3.320 2.439
H 2.074 -2.198 3.460
H 2.152 -2.308 0.418
H 2.980 -1.067 1.319
H 0.801 -0.695 2.259
C 2.813 3.156 1.641
C 3.325 2.283 0.488
O 2.596 2.557 -0.633
H 3.559 2.867 2.381
H 1.851 2.792 2.003
H 2.888 4.229 1.466
H 3.036 1.238 0.604
H 4.399 2.217 0.311
H 2.590 1.724 -1.109
C -1.959 -0.904 -4.275
C -1.430 0.491 -3.828
O -0.613 0.479 -2.672
H -2.312 -1.075 -5.292
H -2.874 -1.161 -3.743
H -1.283 -1.714 -3.998
H -2.194 1.266 -3.769
H -0.804 0.904 -4.619
H 0.246 0.341 -3.078
C -2.265 1.838 4.081
C -1.741 0.414 4.317
O -0.857 0.102 3.359
H -1.555 2.656 3.958
H -2.801 2.180 4.967
H -2.953 1.937 3.242
H -2.570 -0.261 4.525
H -1.226 0.670 5.243
H -1.366 -0.094 2.569
C -1.731 -3.856 -1.624
C -0.548 -3.503 -0.681
O 0.087 -2.386 -1.207
H -1.556 -4.130 -2.664
H -2.454 -3.043 -1.690
H -2.231 -4.734 -1.215
H 0.197 -4.288 -0.551
H -0.900 -3.206 0.306
H 0.552 -2.546 -2.032
C -4.427 3.084 -0.639
C -3.991 4.165 0.407
O -5.047 4.308 1.251
H -4.824 2.181 -0.175
H -3.618 2.655 -1.231
H -5.164 3.401 -1.377
H -3.554 5.056 -0.045
H -3.205 3.788 1.062
H -5.821 4.620 0.777
C 2.678 -4.450 -3.281
C 2.616 -4.810 -4.813
O 3.239 -6.138 -4.904
H 3.691 -4.279 -2.916
H 2.230 -5.199 -2.628
H 2.204 -3.480 -3.129
H 3.178 -4.035 -5.333
H 1.578 -4.778 -5.145
H 2.768 -6.660 -4.250
*
```

---

DFT (ωB97M-V/def2-TZVPD) results for an isolated molecule of C4H8N4.

Output
- frontier orbital gap (spin up / spin down) (eV) = 7.458 / 8.313
- expectation value of S² = 2.01

The geometry in ORCA input format:
```
! wB97M-V def2-TZVPD RIJCOSX def2/J DEFGRID3
* xyz 0 3
C 0.942 0.549 0.842
C -0.292 -0.948 -0.952
C 2.176 0.304 1.183
C 0.349 -1.897 -1.577
N -0.065 1.362 1.265
N -1.529 -0.374 -1.013
N -1.087 1.533 0.305
N -1.879 0.336 0.162
H 2.697 0.868 1.952
H 2.756 -0.451 0.682
H -0.122 -2.521 -2.331
H 1.374 -2.127 -1.347
H -0.397 1.182 2.215
H -1.715 0.131 -1.882
H -1.659 2.328 0.576
H -2.872 0.551 0.126
*
```

---

DFT (ωB97M-V/def2-TZVPD) results for a cluster of 3 separate species, C2H9NO2 in total.

Output
- frontier orbital gap (eV) = 10.685
- SMILES = C=NC.O.O

The geometry in ORCA input format:
```
! wB97M-V def2-TZVPD RIJCOSX def2/J DEFGRID3
* xyz 0 1
C -1.227 0.333 0.941
C -1.271 -1.098 -0.883
N -1.178 0.105 -0.488
H -0.649 -0.340 1.583
H -2.256 0.234 1.288
H -0.885 1.310 1.251
H -1.641 -1.219 -1.900
H -1.212 -1.927 -0.193
H 1.999 -0.414 0.025
H 1.906 -0.993 1.432
O 1.648 -1.167 0.521
H 1.372 1.592 0.483
H 0.412 1.422 -0.696
O 1.317 1.715 -0.469
*
```

---

DFT (ωB97M-V/def2-TZVPD) results for a structure of composition C23H29BrN5O2Ti.

Output
- frontier orbital gap (spin up / spin down) (eV) = 6.953 / 7.183
- expectation value of S² = 2.00

The geometry in ORCA input format:
```
! wB97M-V def2-TZVPD RIJCOSX def2/J DEFGRID3
* xyz 1 3
Ti -0.271 -1.499 0.030
C 2.853 -2.352 0.316
O 1.945 -1.236 0.138
C 2.478 0.003 -0.141
C 3.838 0.239 -0.235
C 4.285 1.538 -0.469
Br 6.129 1.859 -0.586
C 3.395 2.583 -0.608
C 2.025 2.339 -0.534
C 1.574 1.047 -0.305
O 0.224 0.744 -0.181
C 1.082 3.471 -0.630
N 1.243 4.612 -0.052
C 0.107 5.356 -0.404
C -0.217 6.669 -0.071
C -1.400 7.174 -0.571
C -2.246 6.396 -1.379
C -1.941 5.088 -1.701
C -0.749 4.592 -1.189
N -0.146 3.326 -1.283
H 3.423 -2.496 -0.601
H 2.208 -3.210 0.490
H 3.502 -2.150 1.166
H 4.555 -0.559 -0.126
H 3.739 3.595 -0.766
H -0.289 1.571 -0.246
H 0.439 7.265 0.547
H -1.683 8.192 -0.341
H -3.160 6.834 -1.755
H -2.598 4.495 -2.323
H -0.220 2.770 -2.123
N -2.496 -1.179 -0.264
C -3.380 -1.042 0.934
C -2.717 -0.340 2.108
C -1.718 -1.174 2.898
N -0.367 -1.223 2.273
H -2.709 -0.427 -0.912
H -2.757 -2.029 -0.758
H -3.672 -2.051 1.229
H -4.292 -0.516 0.649
H -3.509 -0.033 2.793
H -2.244 0.591 1.772
H -2.068 -2.207 2.962
H -1.644 -0.796 3.920
H 0.134 -1.994 2.706
H 0.144 -0.392 2.564
C 0.262 -2.427 -2.394
C 0.140 -3.642 -1.497
C 0.400 -4.952 -1.782
C 0.142 -5.677 -0.582
C -0.270 -4.776 0.362
C -0.682 -4.985 1.781
N -0.280 -3.508 -0.177
H -0.371 -2.523 -3.279
H 1.290 -2.273 -2.728
H -0.053 -1.444 -1.976
H 0.732 -5.353 -2.726
H 0.241 -6.741 -0.439
H -0.689 -6.045 2.032
H -1.687 -4.599 1.974
H -0.003 -4.501 2.492
*
```

---

DFT (ωB97M-V/def2-TZVPD) results for an isolated molecule of C3H2N2O2.

Output
- frontier orbital gap (eV) = 8.326
- SMILES = N=C=C=NOC=O

The geometry in ORCA input format:
```
! wB97M-V def2-TZVPD RIJCOSX def2/J DEFGRID3
* xyz 0 1
N 2.595 -0.772 0.307
C 1.511 -0.588 -0.248
O -1.107 -0.097 1.202
C -1.646 0.613 0.401
O -1.487 0.604 -0.944
C 0.428 -0.570 -0.939
N -0.678 -0.446 -1.505
H 2.767 -0.137 1.090
H -2.383 1.394 0.635
*
```